# 1
Formula: C5H8N2O2
Source: OMol25
Level of theory: ωB97M-V/def2-TZVPD

Summary:
Relative energy (zero: lowest compared OMol25 entry of this formula, charge and spin) in eV: 10.267
HOMO-LUMO gap in eV: 9.90
SMILES: CN[C@@H]1[C@H]2OC=NO[C@H]12
LUMO in eV: 0.73
DFT total energy in eV: -12380.6684
Spin multiplicity: 1

Last column: Mulliken charge in e.
Atoms and positions in Å:
C -1.7164 -0.5053 -2.3098  -0.610
N -0.7380 0.7804 -2.1200  -0.427
C -0.7821 0.8454 -0.7690  -0.246
C 0.6031 0.7992 0.1469  -0.124
O 0.9129 1.2563 1.5298  -0.333
C 1.2761 -0.0466 1.9510  -0.027
N 1.2255 -1.2855 1.4000  -0.289
O 0.1547 -1.6060 0.4869  -0.226
C -0.3682 -0.2279 0.1990  0.027
H -1.5136 -1.4026 -1.3400  0.181
H -2.8690 -0.3562 -2.2020  0.279
H -1.6670 -1.0137 -3.3453  0.310
H -1.0291 1.5703 -2.5866  0.277
H -1.6946 1.4850 -0.4031  0.293
H 1.6393 1.0126 -0.3231  0.323
H 2.0957 -0.2671 2.8014  0.325
H -0.9897 0.1167 0.9959  0.267

# 2
Formula: C42H48GeNPPd
Source: OMol25
Level of theory: ωB97M-V/def2-TZVPD

Summary:
Net charge: -2
Relative energy (zero: lowest compared OMol25 entry of this formula, charge and spin) in eV: 0.365
HOMO-LUMO gap (alpha / beta) in eV: 3.21 / 5.36
LUMO (alpha / beta) in eV: 4.57 / 4.56
DFT total energy in eV: -115101.5489
Spin multiplicity: 5

Last column: Mulliken charge in e.
Atoms and positions in Å:
Pd 0.6241 0.5179 0.1355  -1.432
C 4.0702 2.0224 0.6022  -1.295
C 4.2481 0.7991 -0.2861  0.549
C 5.6912 0.3016 -0.2829  -1.725
P 2.8019 -0.3632 0.1224  1.798
C 3.2291 -1.8232 -1.0193  0.461
C 2.0738 -2.8048 -0.8705  -1.548
C 3.3206 -1.3632 -2.4678  -1.597
C 3.0387 -1.0186 1.7714  -0.039
C 4.2324 -1.5494 2.2572  -0.060
C 4.3679 -1.9687 3.5692  0.509
C 5.6679 -2.5347 4.0754  -1.717
C 3.2688 -1.8413 4.4253  -0.910
C 2.0584 -1.3589 3.9726  -0.622
C 1.8836 -0.9534 2.6293  -1.224
N 0.7206 -0.5714 2.1308  1.679
C -0.4705 -0.4528 2.8057  -1.285
C -0.8037 0.7025 3.5477  1.835
C 0.1789 1.8371 3.5763  -1.425
C -2.0565 0.8004 4.1266  -1.173
C -3.0063 -0.2065 3.9972  0.991
C -4.3758 -0.0516 4.6030  -1.517
C -2.6876 -1.3200 3.2292  -1.244
C -1.4493 -1.4559 2.6357  1.171
C -1.1368 -2.5884 1.7076  -1.174
H 4.7342 2.8348 0.2987  0.477
H 4.2658 1.7768 1.6458  0.224
H 3.0267 2.3549 0.5130  0.164
H 4.0030 1.1062 -1.3123  0.516
H 6.0406 0.0804 0.7236  0.317
H 6.3403 1.0761 -0.7052  0.446
H 5.7932 -0.5942 -0.8930  0.343
H 4.1638 -2.3050 -0.7036  0.418
H 1.1304 -2.2742 -1.0527  0.064
H 2.0409 -3.2137 0.1384  0.246
H 2.1570 -3.6268 -1.5848  0.587
H 2.4412 -0.7602 -2.7060  0.190
H 3.3473 -2.2227 -3.1423  0.523
H 4.2108 -0.7617 -2.6402  0.289
H 5.0761 -1.6524 1.5863  0.087
H 6.3564 -2.7219 3.2502  0.332
H 5.5000 -3.4725 4.6099  0.352
H 6.1479 -1.8415 4.7723  0.304
H 3.3712 -2.1396 5.4646  0.304
H 1.2019 -1.2965 4.6372  0.455
H 0.5474 2.0004 2.5484  0.076
H 1.0423 1.6010 4.2014  0.285
H -0.2787 2.7549 3.9466  0.416
H -2.3209 1.6972 4.6792  0.319
H -4.3355 0.5559 5.5086  0.390
H -4.8135 -1.0221 4.8395  0.380
H -5.0467 0.4463 3.8995  0.246
H -3.4327 -2.0943 3.0812  0.295
H -1.9943 -3.2478 1.5794  0.428
H -0.2843 -3.1714 2.0594  0.213
H -0.8598 -2.1562 0.7363  -0.012
C 0.7321 2.4649 -0.5530  -0.931
H 0.3652 3.2727 0.0956  0.193
H 0.8095 2.7771 -1.5964  0.138
C -1.2394 0.4085 -0.5925  0.001
Ge -2.2845 0.6677 -2.1569  1.571
C -1.7785 -0.6460 -3.5807  0.016
C -0.7707 -0.4547 -4.5306  -0.139
C -0.2583 -1.5101 -5.2604  -0.609
C -0.7193 -2.8014 -5.0562  -0.371
C -1.7135 -3.0177 -4.1030  -0.706
C -2.2200 -1.9554 -3.3864  -0.522
C -1.9300 2.6401 -2.4872  0.406
C -2.1026 3.3808 -1.3198  -0.537
C -1.6894 4.6912 -1.2086  -0.593
C -1.0551 5.3047 -2.2777  -0.367
C -0.8888 4.5981 -3.4562  -0.591
C -1.3267 3.2852 -3.5589  -0.022
C -4.2815 0.5217 -2.0516  0.026
C -4.9788 1.0589 -0.9638  -0.470
C -6.3518 1.0119 -0.8817  -0.592
C -7.0999 0.4028 -1.8871  -0.379
C -6.4216 -0.1886 -2.9518  -0.519
C -5.0477 -0.1234 -3.0288  -0.248
H -0.3874 0.5432 -4.6903  0.139
H 0.5219 -1.3286 -5.9939  0.374
H -0.2992 -3.6329 -5.6106  0.342
H -2.0749 -4.0222 -3.9139  0.359
H -2.9797 -2.1313 -2.6343  0.406
H -2.5324 2.8829 -0.4627  -0.013
H -1.8189 5.2205 -0.2720  0.370
H -0.6841 6.3201 -2.1843  0.320
H -0.3889 5.0716 -4.2959  0.363
H -1.1803 2.7552 -4.4913  0.262
H -4.4129 1.5196 -0.1665  0.287
H -6.8584 1.4425 -0.0244  0.375
H -8.1837 0.3883 -1.8424  0.337
H -6.9856 -0.7061 -3.7225  0.358
H -4.5465 -0.5815 -3.8720  0.280

# 3
Formula: H5NP2S2
Source: OMol25
Level of theory: ωB97M-V/def2-TZVPD

Summary:
Relative energy (zero: lowest compared OMol25 entry of this formula, charge and spin) in eV: 1.104
HOMO-LUMO gap in eV: 9.42
LUMO in eV: 0.44
DFT total energy in eV: -41818.2218
Spin multiplicity: 1

Last column: Mulliken charge in e.
Atoms and positions in Å:
N -0.2065 0.2031 0.6381  -0.425
P 1.4923 0.6553 0.4055  0.075
P -1.5831 0.4463 -0.2783  0.331
S -2.7578 -0.9895 0.0042  -0.398
S 2.1867 -1.1413 -0.4194  -0.254
H -0.1405 -0.9065 1.2920  0.331
H 1.2582 1.3206 -0.9222  0.055
H -1.8985 1.7831 -0.0786  0.083
H -0.9762 0.2293 -1.4930  0.033
H 2.6254 -1.6004 0.8517  0.168

# 4
Formula: C13H25O7
Source: OMol25
Level of theory: ωB97M-V/def2-TZVPD

Summary:
HOMO-LUMO gap (alpha / beta) in eV: 9.94 / 5.81
LUMO (alpha / beta) in eV: 0.49 / -3.64
DFT total energy in eV: -28216.8774
Spin multiplicity: 2

Last column: Mulliken charge in e.
Atoms and positions in Å:
O 0.4838 -10.1923 -5.6831  -0.259
C 0.9104 -10.0210 -4.4425  0.915
O 0.1185 -10.0633 -3.4773  -0.440
O 2.1206 -9.9449 -4.2334  -0.408
H -0.4502 -10.3024 -5.4905  0.185
C 0.9340 -8.9202 -9.1702  -0.602
C 0.3290 -8.0486 -10.2770  0.855
O -0.8708 -7.7610 -10.2607  -0.548
C 1.2706 -7.4151 -11.2463  -1.235
H 0.2008 -9.0344 -8.3718  -0.178
H 1.8410 -8.4397 -8.8032  0.443
H 1.0682 -9.9318 -9.5533  0.301
H 0.6630 -6.9375 -12.0150  0.347
H 1.8521 -8.2170 -11.7011  0.343
H 1.9308 -6.6882 -10.7732  0.294
C -0.6015 -13.6289 -3.1186  -0.976
C -0.5770 -14.2118 -4.4763  0.895
O -1.3480 -15.1088 -4.7749  -0.568
C 0.5572 -13.8043 -5.4234  -0.779
H 0.2690 -13.9703 -2.5584  0.327
H -1.5185 -13.7941 -2.5531  0.319
H -0.4674 -12.5628 -3.3019  0.140
H 0.4798 -14.5085 -6.2517  0.374
H 1.5429 -13.7376 -4.9627  0.411
H 0.2904 -12.8268 -5.8253  -0.067
C -1.6983 -7.8118 -6.6497  -1.042
C -2.5277 -9.1079 -6.7578  1.001
O -2.2770 -10.0998 -6.0397  -0.659
C -3.6527 -9.1575 -7.7998  -1.129
H -0.9929 -7.8295 -5.8189  0.216
H -2.3800 -6.9673 -6.5488  0.441
H -1.1502 -7.6793 -7.5825  0.140
H -4.5334 -8.6208 -7.4469  0.413
H -3.9853 -10.1897 -7.9090  0.296
H -3.2689 -8.6974 -8.7103  0.258
C -2.1958 -13.6913 -7.6384  -0.741
C -1.9421 -12.7256 -8.7343  0.490
O -2.8327 -12.4992 -9.5258  -0.606
C -0.6619 -11.9768 -8.8690  -0.390
H -1.2646 -14.2163 -7.4253  0.183
H -3.0042 -14.3563 -7.9424  0.365
H -2.4133 -13.1075 -6.7440  0.135
H -0.7547 -11.3187 -9.7329  0.405
H 0.2540 -12.5652 -8.8154  0.415
H -0.6499 -11.3229 -7.9971  -0.280

# 5
Formula: C15H29BCl11N3O3P
Source: OMol25
Level of theory: ωB97M-V/def2-TZVPD

Summary:
Net charge: +1
Relative energy (zero: lowest compared OMol25 entry of this formula, charge and spin) in eV: 0.000
HOMO-LUMO gap in eV: 7.48
LUMO in eV: -4.46
DFT total energy in eV: -174343.6830
Spin multiplicity: 1

Last column: Mulliken charge in e.
Atoms and positions in Å:
N 1.3671 -4.3455 6.0546  -0.653
P 0.2567 -4.0727 4.9836  0.185
C 0.9766 -3.6651 3.3209  0.141
N 1.0945 -4.6883 2.5007  -0.723
N 1.6222 -4.4192 1.3565  0.507
Cl 1.8287 -5.7557 0.2971  0.045
C 2.0169 -3.2461 0.9137  -0.308
C 1.8856 -2.1650 1.7609  0.435
O 2.2738 -0.9571 1.3896  -0.506
C 1.3565 -2.3697 3.0197  0.685
C 1.2364 -1.2290 3.9553  -1.341
B 0.1941 -0.1219 3.4471  0.351
O -0.0783 -0.0013 2.1095  -0.280
O -0.3930 0.6928 4.3915  -0.488
H 1.2431 -3.6905 6.8222  0.269
H -0.4992 -5.2387 4.7433  0.126
H -0.6378 -3.0340 5.3118  0.165
H 2.4561 -3.1240 -0.0619  0.846
H 2.2341 -0.8675 0.4212  0.184
H 2.2075 -0.7288 4.0398  0.361
H 0.9943 -1.5600 4.9596  0.442
H -0.8124 -0.5785 1.8588  0.176
H 0.0305 1.5601 4.3421  0.291
Cl -3.0364 -2.1965 1.6172  -0.163
C -3.2148 -2.9100 -0.0131  -0.448
C -2.2882 -2.2489 -0.9959  -0.003
Cl -2.6945 -0.5600 -1.3407  -0.118
H -4.2619 -2.8363 -0.2938  0.374
H -2.9536 -3.9645 0.0601  0.300
H -2.3147 -2.7847 -1.9440  0.442
H -1.2671 -2.2592 -0.6249  -0.305
Cl 1.0151 -1.0573 -0.9319  -0.224
C 1.2420 0.7205 -0.8952  -0.404
C 1.1928 1.3088 -2.2800  -0.504
Cl 2.6068 0.8206 -3.2510  -0.215
H 2.1886 0.9290 -0.4028  0.574
H 0.4383 1.1297 -0.2849  0.218
H 1.2029 2.3956 -2.2210  0.256
H 0.2955 1.0072 -2.8131  0.290
Cl -2.1747 2.3698 -1.9636  -0.078
C -1.8819 4.1334 -1.9619  -0.390
C -1.8828 4.7040 -3.3545  -0.482
Cl -0.4736 4.1512 -4.3006  -0.181
H -0.9350 4.3165 -1.4592  0.285
H -2.6753 4.5871 -1.3712  0.192
H -1.8286 5.7901 -3.3061  0.348
H -2.7826 4.4281 -3.8984  0.320
Cl -3.8216 7.0529 0.7791  -0.180
C -4.6536 6.0538 1.9988  -0.431
C -3.8783 4.8039 2.3243  -0.508
Cl -3.8459 3.6664 0.9516  -0.156
H -5.6461 5.8198 1.6223  0.313
H -4.7599 6.6646 2.8937  0.322
H -4.3458 4.2840 3.1589  0.337
H -2.8507 5.0334 2.5950  0.304
Cl 4.4003 -3.4182 -5.5065  -0.195
C 4.6443 -1.6513 -5.5143  -0.091
C 4.6063 -1.0752 -6.9061  -0.430
Cl 6.0113 -1.5766 -7.8785  -0.177
H 5.5914 -1.4418 -5.0232  0.353
H 3.8444 -1.2205 -4.9143  -0.067
H 4.6279 0.0122 -6.8523  0.283
H 3.7058 -1.3756 -7.4359  0.331

# 6
Formula: C21H19N10O10Ru
Source: OMol25
Level of theory: ωB97M-V/def2-TZVPD

Summary:
Relative energy (zero: lowest compared OMol25 entry of this formula, charge and spin) in eV: 2.517
HOMO-LUMO gap (alpha / beta) in eV: 7.52 / 7.46
LUMO (alpha / beta) in eV: -0.72 / -0.65
DFT total energy in eV: -60035.4770
Spin multiplicity: 2

Last column: Mulliken charge in e.
Atoms and positions in Å:
Ru 0.4693 0.0608 0.8904  1.192
C -2.3159 4.1326 -3.9816  -0.800
O -2.6585 4.7307 -2.7381  -0.448
C -2.2244 4.1363 -1.6150  1.050
C -2.5833 4.7857 -0.4104  -1.085
C -2.1490 4.2759 0.7713  -0.829
C -1.3448 3.1081 0.8406  0.001
C -0.8271 2.6049 2.0670  0.543
C -1.3768 3.0163 3.4022  -1.389
O 0.1112 1.7777 2.1150  -0.388
C -1.0253 2.4371 -0.3691  0.020
O -0.3443 1.3339 -0.4480  -0.208
C -1.4755 2.9816 -1.5890  -0.276
H -2.7573 4.7639 -4.7463  0.238
H -2.7246 3.1236 -4.0591  0.334
H -1.2330 4.0976 -4.1146  0.336
H -3.1911 5.6780 -0.4577  0.445
H -2.3960 4.8109 1.6768  0.226
H -1.9754 3.9199 3.3845  0.422
H -0.5561 3.1245 4.1092  0.302
H -2.0027 2.1900 3.7472  0.306
H -1.1897 2.4477 -2.4836  0.420
O -0.9284 -3.0543 3.2017  -0.667
C -0.8971 -2.3942 2.1826  0.026
O -0.5358 -1.1429 2.1385  -0.594
C -1.3083 -2.9989 0.8801  0.580
C -2.0765 -4.1445 0.8898  -0.600
C -2.4669 -4.7331 -0.2997  -0.427
C -2.0810 -4.1956 -1.5115  -0.442
C -1.2670 -3.0888 -1.5172  0.046
C -0.8485 -2.4310 -0.3273  0.196
O -0.0740 -1.3980 -0.4123  -0.042
N -0.7907 -2.6269 -2.8252  0.850
O 0.3653 -2.2542 -2.9224  -0.521
O -1.5703 -2.6844 -3.7570  -0.593
N -3.2574 -5.9622 -0.2863  1.027
O -3.5514 -6.4590 -1.3587  -0.637
O -3.5710 -6.4226 0.7945  -0.624
H -2.3655 -4.5786 1.8363  0.597
H -2.3794 -4.6629 -2.4386  0.597
N 3.7696 -1.7367 4.5473  -0.575
N 3.2371 -0.7866 3.7166  1.160
N 3.3897 0.5012 3.9466  -0.973
C 2.8092 1.0237 2.8787  -0.220
N 2.3529 0.0745 2.0543  0.300
N 2.6359 -1.0924 2.6231  -0.696
H 3.8767 -1.3568 5.4758  0.296
H 3.2397 -2.5953 4.4896  0.313
H 2.7268 2.0791 2.6928  0.528
N 3.9840 -2.2120 -2.5685  -0.444
C 3.4420 -1.0365 -2.1394  0.411
C 2.4204 -1.0332 -1.1697  -0.269
N 1.9219 0.1025 -0.7439  1.012
C 2.3954 1.2605 -1.2337  -0.644
C 3.4113 1.2328 -2.1589  -0.542
N 3.9415 0.0954 -2.6110  -0.631
H 3.4383 -3.0517 -2.4870  0.235
H 4.6248 -2.1495 -3.3407  0.266
H 1.9991 -1.9470 -0.7833  0.379
H 1.9360 2.1722 -0.8857  0.540
H 3.8220 2.1501 -2.5622  0.372

Copy entry 4 word for word.
Formula: C13H25O7
Source: OMol25
Level of theory: ωB97M-V/def2-TZVPD

Summary:
HOMO-LUMO gap (alpha / beta) in eV: 9.94 / 5.81
LUMO (alpha / beta) in eV: 0.49 / -3.64
DFT total energy in eV: -28216.8774
Spin multiplicity: 2

Last column: Mulliken charge in e.
Atoms and positions in Å:
O 0.4838 -10.1923 -5.6831  -0.259
C 0.9104 -10.0210 -4.4425  0.915
O 0.1185 -10.0633 -3.4773  -0.440
O 2.1206 -9.9449 -4.2334  -0.408
H -0.4502 -10.3024 -5.4905  0.185
C 0.9340 -8.9202 -9.1702  -0.602
C 0.3290 -8.0486 -10.2770  0.855
O -0.8708 -7.7610 -10.2607  -0.548
C 1.2706 -7.4151 -11.2463  -1.235
H 0.2008 -9.0344 -8.3718  -0.178
H 1.8410 -8.4397 -8.8032  0.443
H 1.0682 -9.9318 -9.5533  0.301
H 0.6630 -6.9375 -12.0150  0.347
H 1.8521 -8.2170 -11.7011  0.343
H 1.9308 -6.6882 -10.7732  0.294
C -0.6015 -13.6289 -3.1186  -0.976
C -0.5770 -14.2118 -4.4763  0.895
O -1.3480 -15.1088 -4.7749  -0.568
C 0.5572 -13.8043 -5.4234  -0.779
H 0.2690 -13.9703 -2.5584  0.327
H -1.5185 -13.7941 -2.5531  0.319
H -0.4674 -12.5628 -3.3019  0.140
H 0.4798 -14.5085 -6.2517  0.374
H 1.5429 -13.7376 -4.9627  0.411
H 0.2904 -12.8268 -5.8253  -0.067
C -1.6983 -7.8118 -6.6497  -1.042
C -2.5277 -9.1079 -6.7578  1.001
O -2.2770 -10.0998 -6.0397  -0.659
C -3.6527 -9.1575 -7.7998  -1.129
H -0.9929 -7.8295 -5.8189  0.216
H -2.3800 -6.9673 -6.5488  0.441
H -1.1502 -7.6793 -7.5825  0.140
H -4.5334 -8.6208 -7.4469  0.413
H -3.9853 -10.1897 -7.9090  0.296
H -3.2689 -8.6974 -8.7103  0.258
C -2.1958 -13.6913 -7.6384  -0.741
C -1.9421 -12.7256 -8.7343  0.490
O -2.8327 -12.4992 -9.5258  -0.606
C -0.6619 -11.9768 -8.8690  -0.390
H -1.2646 -14.2163 -7.4253  0.183
H -3.0042 -14.3563 -7.9424  0.365
H -2.4133 -13.1075 -6.7440  0.135
H -0.7547 -11.3187 -9.7329  0.405
H 0.2540 -12.5652 -8.8154  0.415
H -0.6499 -11.3229 -7.9971  -0.280

Question: Among the records above, which one has the highest spin multiplicity?
Answer: C42H48GeNPPd

Question: DFT total energy of number 5 (C15H29BCl11N3O3P)?
Answer: -174343.6830 eV